10
Properties=species:S:1:pos:R:3:forces:R:3:mulliken_charge:R:1 method="wB97M-V/def2-TZVPD" smiles="N#CC(=O)C(=O)NO" homo_lumo_gap_ev=9.4 e_above_lowest_ev=4.6697 e_tot_ha=-450.631669
C 1.003 -0.112 -0.172 2.2 0.6 -1.0 0.389
C 0.166 -1.392 0.114 1.0 -0.3 2.3 0.571
C -1.306 -1.330 -0.126 -1.2 0.7 -1.2 0.230
H -1.408 1.853 -0.083 2.3 -1.8 2.2 0.376
H 1.160 2.040 0.082 -0.8 -1.7 -0.1 0.290
N 0.527 1.207 -0.064 -1.3 -0.3 0.7 -0.108
N -2.351 -0.980 -0.515 2.0 -1.1 1.0 -0.368
O -0.769 1.366 0.625 0.0 1.5 -2.9 -0.440
O 2.149 -0.393 -0.525 -1.9 1.4 0.6 -0.523
O 0.829 -2.260 0.664 -2.4 1.1 -1.5 -0.417